Version a
A gas-phase ion, C2H4O3P (charge -1), computed with wB97M-V/def2-TZVPD.

Each atom is followed by the atoms it is bonded to, with distances in Å.
Element x y z (Å)
1 C -0.269 -0.038 1.091  C2 1.447, P6 1.890
2 C -1.043 -1.061 0.422  C1 1.447, H7 1.062, H8 1.081, H9 1.166
3 O 1.213 -0.594 -1.155  P6 1.501
4 O 0.268 1.417 -0.949  P6 1.452, H10 1.012
5 O 2.239 1.251 0.398  P6 1.499
6 P 1.057 0.503 -0.142  C1 1.890, O3 1.501, O4 1.452, O5 1.499
7 H -2.077 -0.871 0.573  C2 1.062
8 H -0.777 -1.872 1.086  C2 1.081
9 H -0.749 -1.100 -0.706  C2 1.166
10 H 0.140 2.365 -0.619  O4 1.012

Properties
- HOMO (alpha / beta) (Ha) = -0.142 / -0.141
- orbital gap (alpha / beta) (hartree) = 0.2833 / 0.2835
- total charge = -1

Here are the Löwdin charges for atoms 1 to 2, given in e: number 1, C, carries -0.07; number 2, C, carries -0.28


Version b
2 unconnected molecules or ions with the total composition C2H4O3P, computed with wB97M-V/def2-TZVPD.

Each atom is followed by the atoms it is bonded to, with distances in Å.
Element x y z (Å)
1 C -0.923 1.100 -0.751  O5 1.170, P6 1.921
2 C 1.517 -0.319 0.054  H7 1.165, H8 1.119, H9 1.005, H10 0.999
3 O -3.012 0.464 0.605  P6 1.492
4 O -1.289 -1.477 0.421  P6 1.493
5 O -0.210 2.006 -0.949  C1 1.170
6 P -1.605 -0.034 0.641  C1 1.921, O3 1.492, O4 1.493
7 H 2.509 -0.923 0.146  C2 1.165
8 H 0.777 -1.100 -0.250  C2 1.119
9 H 1.326 0.310 -0.706  C2 1.005
10 H 0.910 -0.025 0.791  C2 0.999

Properties
- HOMO (alpha / beta) (Ha) = -0.114 / -0.114
- orbital gap (alpha / beta) (hartree) = 0.2579 / 0.2579
- total charge = -1

Here are the Löwdin charges for atoms 1 to 2, given in e: number 1, C, carries -0.24; number 2, C, carries -0.08


Most stable of them? version b.


Version a
A gas-phase ion, C6H9N2O (charge +1), computed with wB97M-V/def2-TZVPD.

Each atom is followed by the atoms it is bonded to, with distances in Å.
Element x y z (Å)
1 C 0.616 0.298 -0.666  C2 1.267, C3 1.632, C5 1.511
2 C 0.163 1.024 -1.600  C1 1.267, C6 1.432
3 C 0.146 0.806 0.812  C1 1.632, N7 1.346, O9 1.199
4 C -1.257 -2.097 2.330  N8 1.255, H10 1.110, H11 1.104
5 C 1.352 -1.010 -0.493  C1 1.511, H12 1.018, H13 1.096, H14 1.051
6 C -0.271 1.982 -2.574  C2 1.432, H15 1.138, H16 1.044, H17 1.107
7 N -0.485 -0.056 1.632  C3 1.346, N8 1.361, H18 1.003
8 N -0.885 -1.337 1.404  C4 1.255, N7 1.361
9 O 0.381 1.945 1.103  C3 1.199
10 H -1.446 -1.637 3.323  C4 1.110
11 H -1.491 -3.080 1.884  C4 1.104
12 H 2.358 -0.942 -0.633  C5 1.018
13 H 1.216 -1.758 -1.282  C5 1.096
14 H 1.353 -1.271 0.525  C5 1.051
15 H 0.644 1.996 -3.250  C6 1.138
16 H -0.052 2.920 -2.173  C6 1.044
17 H -1.359 1.907 -2.764  C6 1.107
18 H -0.982 0.311 2.422  N7 1.003

Properties
- HOMO (Ha) = -0.510
- orbital gap (hartree) = 0.2851
- total charge = +1

Here are the Löwdin charges for atoms 1 to 2, given in e: number 1, C, carries -0.06; number 2, C, carries 0.17


Version b
A gas-phase ion, C6H9N2O (charge +1), computed with wB97M-V/def2-TZVPD.

Each atom is followed by the atoms it is bonded to, with distances in Å.
Element x y z (Å)
1 C -0.436 -2.084 -0.232  O9 1.210, H10 1.093
2 C -1.757 0.373 -1.182  C4 1.416, N7 1.274, H11 1.074
3 C 0.457 0.053 -0.543  N7 1.237, N8 1.493
4 C -2.149 -0.973 -1.377  C2 1.416, O9 1.485, H12 1.121, H13 1.084
5 C 2.102 1.571 0.730  C6 1.486, N8 1.435, H14 1.125, H15 1.124
6 C 1.405 0.886 1.849  C5 1.486, N8 1.469, H16 1.094, H17 1.093
7 N -0.618 0.649 -0.683  C2 1.274, C3 1.237
8 N 1.490 0.292 0.508  C3 1.493, C5 1.435, C6 1.469, H18 0.958
9 O -1.590 -2.105 -0.596  C1 1.210, C4 1.485
10 H -0.274 -3.010 0.327  C1 1.093
11 H -2.450 1.187 -1.285  C2 1.074
12 H -3.251 -0.981 -1.169  C4 1.121
13 H -2.041 -1.363 -2.383  C4 1.084
14 H 1.547 2.512 0.461  C5 1.125
15 H 3.198 1.730 0.537  C5 1.124
16 H 1.781 0.311 2.701  C6 1.094
17 H 0.403 1.322 1.841  C6 1.093
18 H 2.183 -0.369 0.496  N8 0.958

Properties
- HOMO (Ha) = -0.432
- orbital gap (hartree) = 0.2966
- total charge = +1

Here are the Löwdin charges for atoms 1 to 2, given in e: number 1, C, carries 0.09; number 2, C, carries -0.12


Most stable of them? version a.